The following is a DFT calculation (ωB97M-V/def2-TZVPD) of a structure of composition C18H19INO6RbSTe in a non-equilibrium geometry.

Geometry as XYZ:
```
48
Properties=species:S:1:pos:R:3:mulliken_charge:R:1
N 1.4560 -3.6163 1.1369 0.092
H 0.8702 -4.1376 -0.7447 0.406
H 3.0373 -7.1139 1.4815 0.336
O -0.6846 0.9560 2.4427 -0.068
C -2.1797 2.8523 -1.9796 0.461
H -1.0591 -3.2186 2.5156 0.378
H -0.0112 2.4934 -3.9284 0.302
C -4.4224 3.4753 -2.5966 -0.530
H 5.0686 -1.1140 -1.1308 0.233
C -0.0529 2.1006 2.9625 -0.465
O -1.6381 -1.2723 1.3528 -0.604
H 3.1443 -5.4714 3.3455 0.355
H -2.2042 4.6600 -4.8437 0.373
C 1.3952 -4.4970 0.1302 -0.206
O 1.2511 2.4107 1.0103 -0.785
C 2.5973 -6.1316 1.3793 -0.101
H 4.1347 -2.3675 -1.8866 0.173
H -5.4856 3.4474 -2.3977 0.365
C -1.1686 -1.3397 2.4541 0.639
C -1.2096 2.2026 -1.0602 -0.687
C -2.5765 4.1411 -3.9691 -0.655
Te 0.6746 3.2085 -1.3473 0.333
C -3.9368 4.1385 -3.7089 -0.465
C -0.6790 -0.1666 3.2719 -0.416
H -3.9140 2.3413 -0.8528 0.448
O 0.8751 -2.4754 1.0093 -0.268
H -4.6221 4.6472 -4.3754 0.360
H -1.1059 1.1398 -1.3131 0.314
S 2.2143 -2.8190 3.5522 -0.472
H -0.7451 2.6732 3.6012 0.267
H 0.3285 -0.4286 3.6342 0.220
C 2.1168 -3.9391 2.3046 0.094
H 1.8958 -6.4061 -0.6529 0.367
I 4.7612 -0.5377 -3.7323 -0.423
O -1.0637 -2.4813 3.1418 -0.456
H 0.8526 1.8437 3.5294 0.320
C 4.1280 -1.2784 -1.6899 -0.903
C -1.6898 3.4858 -3.1269 0.666
H -1.3314 -0.0343 4.1555 0.221
C 0.3511 2.9324 1.7098 0.521
O -0.2441 3.9817 1.4913 -0.693
C -0.2280 3.4054 -3.3677 -1.466
C 1.9570 -5.7516 0.2013 -0.734
H -1.5300 2.2813 -0.0255 0.281
C -3.5420 2.8448 -1.7337 -0.655
Rb 1.4156 -0.0806 0.2014 0.781
H 0.1347 4.2423 -3.9622 0.461
C 2.6644 -5.2267 2.4108 -0.715
```

Properties
spin multiplicity = 1
LUMO = 3.99 eV
relative energy (zero: lowest compared OMol25 entry of this formula, charge and spin) = 71.1 kJ/mol
E_HOMO = -1.09 eV
total charge = -2
HOMO-LUMO gap = 0.18673 Eh